1.
{
  "formula": "C28H26N10O2Pd",
  "method": "wB97M-V/def2-TZVPD",
  "homo_lumo_gap_ev": 5.913,
  "lumo_ev": -0.16,
  "e_above_lowest_kj_mol": 50.5,
  "symbols": ["Pd", "C", "C", "O", "N", "C", "C", "C", "C", "C", "C", "N", "H", "H", "H", "H", "H", "H", "H", "H", "H", "H", "C", "N", "C", "N", "C", "N", "C", "C", "C", "C", "C", "C", "C", "N", "N", "C", "O", "C", "C", "C", "C", "C", "C", "N", "C", "N", "C", "N", "C", "H", "H", "H", "H", "H", "H", "H", "H", "H", "H", "H", "H", "H", "H", "H", "H"],
  "xyz": [[2.20, 0.90, -1.51], [4.72, 0.55, -2.66], [4.32, 1.31, -1.40], [4.26, 0.78, -0.29], [4.35, 2.69, -1.54], [3.54, 3.47, -0.63], [2.30, 3.99, -1.30], [1.81, 5.26, -1.02], [0.69, 5.72, -1.69], [0.09, 4.88, -2.62], [0.63, 3.63, -2.82], [1.71, 3.19, -2.19], [3.80, 0.10, -3.07], [5.41, -0.25, -2.41], [5.17, 1.20, -3.41], [4.36, 3.04, -2.49], [4.12, 4.30, -0.20], [3.26, 2.78, 0.19], [2.32, 5.88, -0.29], [0.30, 6.71, -1.51], [-0.77, 5.20, -3.18], [0.19, 2.95, -3.54], [-3.27, 2.33, -0.21], [-1.97, 1.85, -0.58], [-0.84, 1.77, 0.15], [0.08, 1.11, -0.51], [-0.53, 0.80, -1.68], [-1.76, 1.23, -1.75], [-3.81, 1.64, 1.02], [-4.81, 2.25, 1.78], [-5.35, 1.60, 2.88], [-4.89, 0.36, 3.26], [-3.88, -0.25, 2.52], [-3.36, 0.39, 1.39], [-3.33, -1.52, 2.91], [-3.62, -2.24, 3.96], [-2.83, -3.32, 3.93], [-2.10, -3.24, 2.86], [-2.38, -2.11, 2.16], [-1.08, -4.15, 2.39], [-0.62, -5.17, 3.22], [0.38, -6.01, 2.76], [0.89, -5.87, 1.48], [0.39, -4.88, 0.63], [0.88, -4.77, -0.79], [1.53, -3.51, -1.06], [1.09, -2.44, -1.73], [2.04, -1.52, -1.78], [3.06, -2.09, -1.11], [2.79, -3.29, -0.66], [-0.58, -4.02, 1.10], [-3.93, 2.13, -1.07], [-3.24, 3.41, -0.05], [-0.74, 2.19, 1.13], [-0.03, 0.26, -2.47], [-5.16, 3.23, 1.51], [-6.13, 2.09, 3.45], [-5.28, -0.15, 4.13], [-2.59, -0.11, 0.83], [-1.04, -5.27, 4.21], [0.76, -6.79, 3.40], [1.66, -6.53, 1.14], [0.04, -4.86, -1.48], [1.61, -5.56, -0.99], [0.12, -2.38, -2.18], [4.01, -1.61, -0.95], [-0.97, -3.24, 0.46]]
}

---

2.
{
  "formula": "C28H27BF7LuN8O3PSe",
  "method": "wB97M-V/def2-TZVPD",
  "homo_lumo_gap_ev": 7.085,
  "lumo_ev": -3.88,
  "charge": 1,
  "symbols": ["Lu", "O", "C", "N", "C", "C", "C", "C", "C", "C", "N", "C", "C", "C", "C", "C", "N", "H", "H", "H", "H", "H", "H", "H", "H", "H", "H", "N", "C", "P", "O", "O", "C", "N", "H", "H", "H", "H", "H", "H", "H", "H", "H", "H", "Se", "N", "C", "C", "C", "C", "N", "C", "N", "H", "H", "H", "F", "C", "F", "F", "C", "C", "C", "C", "C", "C", "C", "C", "H", "H", "H", "H", "F", "B", "F", "F", "F"],
  "xyz": [[-0.26, 0.89, 0.49], [-3.58, -1.12, 2.31], [-2.83, -0.04, 2.04], [-1.57, -0.04, 2.23], [-1.00, -1.17, 2.93], [0.48, -1.20, 2.80], [1.24, -2.18, 3.44], [2.62, -2.13, 3.45], [3.22, -1.05, 2.85], [2.40, -0.14, 2.15], [1.07, -0.17, 2.14], [-3.44, 1.12, 1.34], [-4.76, 1.24, 1.06], [-5.24, 2.41, 0.44], [-4.33, 3.38, 0.20], [-2.95, 3.18, 0.42], [-2.53, 2.02, 0.90], [-1.41, -2.18, 2.61], [-1.26, -1.13, 3.99], [0.75, -3.06, 3.75], [3.17, -2.92, 4.00], [4.33, -0.83, 2.72], [2.81, 0.65, 1.60], [-5.44, 0.50, 1.52], [-6.29, 2.54, 0.33], [-4.67, 4.31, -0.24], [-2.19, 3.85, 0.11], [-1.29, 0.76, -3.26], [-1.82, -0.62, -3.21], [-2.74, -0.57, -1.62], [-3.82, 0.44, -1.69], [-1.67, -0.38, -0.55], [-3.39, -2.23, -1.27], [-4.37, -2.06, -0.22], [-1.04, 1.04, -4.16], [-0.41, 0.71, -2.67], [-1.85, 1.58, -2.89], [-0.96, -1.31, -3.16], [-2.37, -0.92, -4.13], [-2.50, -2.78, -0.95], [-3.83, -2.72, -2.21], [-5.08, -1.48, -0.64], [-3.95, -1.46, 1.39], [-4.73, -3.00, -0.04], [0.78, 4.44, 3.86], [2.08, 5.27, 2.95], [2.30, 4.55, 1.88], [3.22, 4.92, 0.85], [3.23, 4.12, -0.23], [2.37, 2.99, -0.30], [1.50, 2.62, 0.64], [1.42, 3.45, 1.69], [0.52, 3.22, 2.62], [3.79, 5.86, 1.02], [3.96, 4.32, -1.02], [2.52, 2.37, -1.12], [5.59, -6.04, -2.01], [4.64, -5.74, -1.14], [3.75, -6.72, -0.98], [5.39, -5.63, 0.04], [3.89, -4.47, -1.41], [3.17, -3.97, -0.31], [2.46, -2.77, -0.45], [2.50, -1.99, -1.64], [3.11, -2.64, -2.75], [3.79, -3.82, -2.63], [1.90, -0.66, -1.64], [1.17, 0.30, -1.37], [3.23, -4.38, 0.71], [1.92, -2.34, 0.38], [3.15, -2.14, -3.70], [4.32, -4.10, -3.51], [-0.05, 2.91, -3.16], [-0.81, 3.54, -2.17], [-0.75, 2.55, -1.03], [-0.41, 4.76, -1.76], [-2.16, 3.49, -2.59]]
}

---

3.
{
  "formula": "C28H27BrCl3LiN6O7SSi",
  "method": "wB97M-V/def2-TZVPD",
  "homo_lumo_gap_ev": 4.711,
  "lumo_ev": 3.66,
  "e_above_lowest_kj_mol": 0.0,
  "charge": -2,
  "symbols": ["Li", "Br", "C", "C", "C", "C", "O", "C", "C", "N", "C", "C", "C", "C", "C", "C", "C", "C", "N", "C", "C", "H", "H", "H", "H", "H", "H", "H", "H", "H", "H", "Cl", "Si", "Cl", "Cl", "C", "C", "S", "O", "O", "C", "C", "N", "C", "N", "C", "C", "N", "O", "O", "C", "H", "H", "H", "H", "H", "H", "H", "H", "H", "H", "H", "H", "H", "O", "C", "C", "C", "C", "O", "N", "H", "H", "H", "H"],
  "xyz": [[-0.41, 1.06, 0.23], [-3.29, 6.21, -4.73], [-2.06, 5.48, -3.46], [-0.74, 5.31, -3.83], [0.14, 4.80, -2.88], [-0.31, 4.46, -1.62], [0.56, 3.98, -0.70], [-1.65, 4.59, -1.26], [-2.19, 4.22, 0.06], [-1.62, 3.40, 0.85], [-2.12, 3.15, 2.12], [-2.90, 4.08, 2.82], [-3.23, 3.89, 4.15], [-2.73, 2.75, 4.81], [-2.00, 1.80, 4.16], [-1.29, 0.71, 4.83], [-0.75, -0.29, 4.13], [-1.01, -0.37, 2.65], [-1.27, 0.92, 2.00], [-1.77, 1.89, 2.73], [-2.51, 5.13, -2.21], [-0.39, 5.57, -4.82], [1.19, 4.66, -3.11], [-3.16, 4.67, 0.29], [-3.18, 5.01, 2.34], [-3.81, 4.63, 4.69], [-2.89, 2.65, 5.89], [-1.13, 0.79, 5.90], [-0.12, -1.04, 4.58], [-1.90, -1.02, 2.50], [-3.56, 5.26, -1.95], [1.94, 3.37, 1.87], [1.83, 4.41, 0.16], [1.64, 6.42, 0.63], [3.55, 4.28, -0.93], [3.78, -5.99, -2.65], [3.16, -6.06, -1.27], [1.69, -5.05, -1.23], [2.11, -3.68, -1.43], [0.73, -5.62, -2.16], [1.10, -5.30, 0.42], [-0.25, -4.64, 0.72], [-0.18, -3.23, 0.97], [-0.46, -2.24, 0.05], [-0.29, -1.04, 0.45], [0.12, -1.08, 1.87], [0.30, -2.55, 2.14], [1.02, -3.09, 3.08], [1.51, -2.35, 4.01], [1.20, -4.39, 3.14], [-1.02, -2.57, -1.30], [4.69, -6.59, -2.70], [4.04, -4.96, -2.90], [3.08, -6.35, -3.41], [3.82, -5.67, -0.49], [2.84, -7.07, -1.01], [1.83, -4.93, 1.14], [1.02, -6.39, 0.50], [-0.62, -5.13, 1.62], [-0.94, -4.82, -0.10], [1.05, -0.53, 2.03], [-1.99, -3.06, -1.19], [-0.37, -3.22, -1.87], [-1.17, -1.63, -1.83], [1.74, 1.05, -0.33], [1.24, 0.73, -1.42], [1.96, -0.11, -2.47], [0.96, -0.14, -3.61], [-0.27, 0.61, -3.05], [-1.30, 0.74, -3.68], [-0.02, 1.07, -1.79], [2.16, -1.09, -2.04], [2.92, 0.36, -2.71], [0.65, -1.14, -3.90], [1.30, 0.37, -4.51]]
}